[1]
{
  "formula": "C45H120O15",
  "method": "ωB97M-V/def2-TZVPD",
  "charge": 1,
  "total_energy_ev": -79313.5969,
  "multiplicity": 2,
  "s2": 0.756,
  "orbital_gap_ev": [9.590, 2.733],
  "elements": ["C", "C", "C", "O", "H", "H", "H", "H", "H", "H", "H", "H", "C", "C", "C", "O", "H", "H", "H", "H", "H", "H", "H", "H", "C", "C", "C", "O", "H", "H", "H", "H", "H", "H", "H", "H", "C", "C", "C", "O", "H", "H", "H", "H", "H", "H", "H", "H", "C", "C", "C", "O", "H", "H", "H", "H", "H", "H", "H", "H", "C", "C", "C", "O", "H", "H", "H", "H", "H", "H", "H", "H", "C", "C", "C", "O", "H", "H", "H", "H", "H", "H", "H", "H", "C", "C", "C", "O", "H", "H", "H", "H", "H", "H", "H", "H", "C", "C", "C", "O", "H", "H", "H", "H", "H", "H", "H", "H", "C", "C", "C", "O", "H", "H", "H", "H", "H", "H", "H", "H", "C", "C", "C", "O", "H", "H", "H", "H", "H", "H", "H", "H", "C", "C", "C", "O", "H", "H", "H", "H", "H", "H", "H", "H", "C", "C", "C", "O", "H", "H", "H", "H", "H", "H", "H", "H", "C", "C", "C", "O", "H", "H", "H", "H", "H", "H", "H", "H", "C", "C", "C", "O", "H", "H", "H", "H", "H", "H", "H", "H"],
  "positions_angstrom": [[-7.055, 14.294, -0.286], [-5.923, 13.618, -1.023], [-6.356, 12.228, -1.571], [-5.566, 14.483, -2.071], [-7.705, 13.667, 0.324], [-7.718, 14.631, -1.083], [-6.793, 15.193, 0.271], [-5.118, 13.545, -0.292], [-7.164, 12.284, -2.301], [-6.868, 11.671, -0.786], [-5.525, 11.640, -1.960], [-6.131, 14.375, -2.840], [-9.652, 16.939, -1.667], [-8.998, 18.264, -1.523], [-7.483, 18.128, -1.454], [-9.391, 18.993, -2.657], [-9.416, 16.336, -2.543], [-10.741, 16.961, -1.645], [-9.413, 16.343, -0.786], [-9.361, 18.800, -0.646], [-7.184, 17.600, -0.548], [-6.979, 19.072, -1.661], [-7.125, 17.480, -2.254], [-10.325, 19.214, -2.640], [-14.519, 19.196, 0.613], [-13.043, 19.307, 0.980], [-12.157, 18.028, 0.925], [-12.480, 20.275, 0.116], [-14.991, 20.178, 0.646], [-15.155, 18.622, 1.287], [-14.621, 18.779, -0.389], [-12.974, 19.706, 1.992], [-11.102, 18.156, 0.681], [-12.538, 17.352, 0.160], [-12.112, 17.471, 1.861], [-11.689, 20.536, 0.594], [-3.127, 17.730, -1.712], [-2.753, 16.743, -0.563], [-3.785, 16.876, 0.569], [-2.998, 15.472, -1.184], [-2.430, 17.647, -2.546], [-3.067, 18.760, -1.360], [-4.123, 17.545, -2.115], [-1.748, 16.984, -0.215], [-3.983, 17.866, 0.978], [-3.482, 16.291, 1.438], [-4.709, 16.398, 0.245], [-3.875, 15.431, -1.573], [-4.049, 22.325, 2.696], [-4.868, 21.159, 2.022], [-4.234, 20.598, 0.742], [-5.184, 20.108, 2.932], [-3.130, 21.928, 3.128], [-4.632, 22.861, 3.445], [-3.723, 23.011, 1.914], [-5.826, 21.596, 1.739], [-4.978, 19.896, 0.366], [-3.278, 20.124, 0.964], [-4.036, 21.357, -0.015], [-4.372, 19.684, 3.219], [-9.114, 18.380, -5.887], [-8.238, 19.633, -5.816], [-9.106, 20.901, -5.638], [-7.456, 19.549, -4.680], [-8.537, 17.611, -6.400], [-10.027, 18.571, -6.452], [-9.310, 17.967, -4.898], [-7.656, 19.791, -6.724], [-9.721, 20.757, -4.750], [-9.711, 20.945, -6.544], [-8.462, 21.780, -5.619], [-8.026, 19.592, -3.909], [-8.152, 21.811, 0.242], [-9.291, 22.045, 1.251], [-10.263, 23.145, 0.780], [-9.974, 20.830, 1.340], [-7.598, 20.928, 0.559], [-7.562, 22.708, 0.056], [-8.499, 21.530, -0.753], [-8.856, 22.298, 2.218], [-11.121, 23.225, 1.447], [-10.635, 22.791, -0.181], [-9.717, 24.084, 0.691], [-9.427, 20.261, 1.887], [-10.670, 13.771, -2.362], [-10.340, 12.243, -2.492], [-11.611, 11.422, -2.587], [-9.584, 12.076, -3.674], [-9.797, 14.247, -1.918], [-11.542, 13.976, -1.742], [-10.821, 14.288, -3.310], [-9.773, 11.972, -1.601], [-12.221, 11.390, -1.684], [-11.454, 10.404, -2.943], [-12.212, 11.828, -3.401], [-9.573, 11.140, -3.884], [-10.751, 15.427, -5.901], [-10.799, 14.480, -7.093], [-10.530, 12.958, -6.713], [-12.064, 14.421, -7.660], [-9.791, 15.621, -5.422], [-11.494, 15.109, -5.169], [-11.073, 16.424, -6.200], [-10.042, 14.744, -7.832], [-10.722, 12.224, -7.495], [-11.035, 12.652, -5.797], [-9.489, 12.960, -6.390], [-12.640, 13.947, -7.057], [-6.246, 15.648, -5.164], [-7.145, 14.396, -5.039], [-6.472, 13.038, -5.124], [-7.838, 14.470, -3.794], [-5.887, 15.772, -6.186], [-5.374, 15.591, -4.512], [-6.767, 16.589, -4.991], [-7.861, 14.362, -5.860], [-7.066, 12.184, -5.448], [-5.981, 12.687, -4.216], [-5.824, 13.025, -6.000], [-8.339, 13.653, -3.744], [-6.059, 22.173, -2.858], [-5.858, 22.846, -4.233], [-4.552, 23.669, -4.407], [-5.879, 21.804, -5.185], [-6.119, 23.019, -2.173], [-5.167, 21.599, -2.608], [-6.924, 21.521, -2.743], [-6.739, 23.467, -4.400], [-3.740, 22.945, -4.329], [-4.376, 24.438, -3.655], [-4.600, 24.214, -5.349], [-6.403, 21.082, -4.831], [-9.836, 18.375, 3.984], [-8.396, 18.439, 3.461], [-8.239, 17.596, 2.219], [-8.080, 19.775, 3.198], [-10.050, 17.335, 4.232], [-10.466, 18.750, 3.178], [-10.003, 18.918, 4.914], [-7.749, 18.046, 4.245], [-8.871, 17.896, 1.384], [-8.393, 16.536, 2.419], [-7.225, 17.686, 1.828], [-7.138, 19.872, 3.042], [-12.636, 22.017, -2.843], [-12.953, 20.529, -2.969], [-13.236, 19.963, -4.416], [-11.916, 19.777, -2.320], [-11.737, 22.310, -3.386], [-12.562, 22.293, -1.791], [-13.396, 22.624, -3.336], [-13.831, 20.313, -2.361], [-12.430, 20.295, -5.070], [-14.133, 20.458, -4.788], [-13.339, 18.878, -4.431], [-12.125, 19.924, -1.395], [-10.768, 14.603, 1.582], [-10.201, 13.415, 2.389], [-9.958, 13.580, 3.907], [-11.033, 12.347, 2.204], [-11.329, 15.280, 2.227], [-11.418, 14.321, 0.754], [-9.947, 15.190, 1.169], [-9.285, 13.120, 1.877], [-9.179, 14.313, 4.115], [-9.624, 12.625, 4.312], [-10.893, 13.846, 4.401], [-11.884, 12.557, 2.595], [-16.195, 16.378, -2.235], [-15.171, 16.192, -3.381], [-13.865, 15.635, -2.874], [-15.581, 15.246, -4.345], [-17.190, 16.635, -2.599], [-15.891, 17.239, -1.641], [-16.293, 15.516, -1.575], [-14.948, 17.133, -3.885], [-14.008, 14.644, -2.443], [-13.543, 16.321, -2.091], [-13.125, 15.528, -3.667], [-16.262, 15.672, -4.871]]
}


[2]
{
  "formula": "C45H126N6O21",
  "method": "ωB97M-V/def2-TZVPD",
  "total_energy_ev": -100631.2311,
  "orbital_gap_ev": 9.009,
  "elements": ["C", "O", "C", "C", "N", "C", "C", "O", "C", "H", "H", "H", "H", "H", "H", "H", "H", "H", "H", "H", "H", "H", "H", "H", "C", "O", "C", "C", "N", "C", "C", "O", "C", "H", "H", "H", "H", "H", "H", "H", "H", "H", "H", "H", "H", "H", "H", "H", "C", "O", "C", "C", "N", "C", "C", "O", "C", "H", "H", "H", "H", "H", "H", "H", "H", "H", "H", "H", "H", "H", "H", "H", "C", "O", "C", "C", "N", "C", "C", "O", "C", "H", "H", "H", "H", "H", "H", "H", "H", "H", "H", "H", "H", "H", "H", "H", "C", "O", "C", "C", "N", "C", "C", "O", "C", "H", "H", "H", "H", "H", "H", "H", "H", "H", "H", "H", "H", "H", "H", "H", "C", "O", "C", "C", "N", "C", "C", "O", "C", "H", "H", "H", "H", "H", "H", "H", "H", "H", "H", "H", "H", "H", "H", "H", "C", "O", "H", "H", "H", "H", "C", "O", "H", "H", "H", "H", "C", "O", "H", "H", "H", "H", "C", "O", "H", "H", "H", "H", "C", "O", "H", "H", "H", "H", "C", "O", "H", "H", "H", "H", "C", "O", "H", "H", "H", "H", "C", "O", "H", "H", "H", "H", "C", "O", "H", "H", "H", "H"],
  "positions_angstrom": [[6.234, -2.036, -4.105], [5.344, -2.981, -4.726], [4.416, -3.654, -3.867], [3.249, -2.759, -3.434], [2.501, -3.210, -2.196], [1.856, -4.529, -2.362], [0.832, -4.845, -1.190], [-0.369, -3.985, -1.234], [-1.455, -4.476, -1.921], [6.706, -2.495, -3.236], [5.674, -1.129, -3.878], [7.077, -1.845, -4.769], [4.972, -4.135, -3.062], [4.017, -4.476, -4.460], [2.572, -2.702, -4.286], [3.567, -1.728, -3.277], [1.783, -2.544, -1.949], [2.626, -5.291, -2.486], [1.234, -4.599, -3.254], [1.310, -4.822, -0.210], [0.548, -5.897, -1.220], [-1.994, -5.340, -1.532], [-1.254, -4.583, -2.987], [-2.140, -3.634, -1.812], [5.205, 7.588, 6.984], [4.855, 7.132, 5.673], [3.563, 6.516, 5.557], [2.954, 6.547, 4.148], [1.629, 5.995, 4.053], [1.177, 6.010, 2.645], [-0.096, 5.178, 2.550], [0.184, 3.744, 2.672], [-0.742, 2.733, 2.360], [4.525, 8.305, 7.444], [6.178, 8.074, 6.897], [5.318, 6.767, 7.691], [2.841, 6.752, 6.338], [3.681, 5.442, 5.702], [3.610, 5.941, 3.523], [2.940, 7.498, 3.617], [1.735, 5.021, 4.298], [1.928, 5.548, 2.005], [0.944, 7.002, 2.258], [-0.649, 5.356, 1.627], [-0.778, 5.542, 3.318], [-0.316, 1.770, 2.640], [-0.999, 2.655, 1.303], [-1.616, 2.745, 3.011], [4.654, 1.030, -5.749], [3.728, 1.884, -5.140], [2.493, 1.749, -5.752], [1.622, 3.090, -5.610], [0.317, 2.685, -5.095], [-0.441, 2.134, -6.247], [-1.079, 3.233, -7.200], [-2.220, 3.794, -6.582], [-3.196, 4.467, -7.385], [5.669, 1.263, -5.426], [4.770, 1.094, -6.831], [4.447, 0.002, -5.450], [1.978, 0.933, -5.246], [2.515, 1.493, -6.811], [1.507, 3.604, -6.565], [2.126, 3.740, -4.894], [-0.189, 3.483, -4.740], [-1.313, 1.513, -6.041], [0.130, 1.423, -6.844], [-1.359, 2.773, -8.148], [-0.375, 3.985, -7.558], [-4.123, 4.558, -6.820], [-3.401, 4.038, -8.366], [-2.889, 5.487, -7.615], [-2.271, -0.049, 4.387], [-1.449, -0.775, 3.427], [-2.188, -1.665, 2.623], [-1.195, -2.387, 1.688], [-0.871, -1.733, 0.421], [0.147, -0.691, 0.533], [0.306, 0.027, -0.835], [0.574, -1.046, -1.694], [0.505, -0.733, -3.051], [-2.837, 0.789, 3.979], [-1.748, 0.196, 5.311], [-3.037, -0.728, 4.762], [-2.983, -1.154, 2.080], [-2.638, -2.463, 3.215], [-1.623, -3.356, 1.435], [-0.304, -2.559, 2.292], [-0.566, -2.330, -0.335], [1.101, -1.089, 0.878], [-0.154, 0.102, 1.217], [1.198, 0.651, -0.879], [-0.541, 0.646, -1.131], [1.413, -0.245, -3.406], [-0.286, -0.046, -3.350], [0.376, -1.638, -3.645], [3.860, 5.682, -0.517], [2.933, 5.297, -1.523], [2.399, 3.965, -1.399], [3.335, 2.864, -1.837], [4.316, 2.309, -0.886], [4.701, 0.927, -1.229], [5.746, 0.345, -0.254], [6.049, -0.987, -0.653], [7.108, -1.556, 0.070], [3.487, 5.542, 0.498], [4.153, 6.723, -0.658], [4.789, 5.157, -0.738], [1.482, 3.911, -1.987], [2.158, 3.882, -0.339], [3.860, 3.146, -2.750], [2.666, 2.063, -2.153], [5.174, 2.836, -0.965], [5.089, 0.891, -2.247], [3.807, 0.303, -1.225], [5.360, 0.281, 0.764], [6.662, 0.934, -0.223], [6.831, -1.723, 1.110], [8.043, -1.005, -0.035], [7.426, -2.495, -0.382], [-8.444, -4.775, -1.247], [-7.869, -3.976, -0.283], [-6.430, -4.017, -0.288], [-6.004, -3.220, 0.985], [-6.343, -3.829, 2.238], [-6.004, -3.147, 3.449], [-7.051, -2.115, 3.876], [-8.314, -2.810, 3.847], [-9.479, -2.006, 4.004], [-8.294, -4.355, -2.242], [-9.519, -4.594, -1.268], [-8.198, -5.827, -1.103], [-5.983, -3.508, -1.142], [-6.088, -5.052, -0.269], [-6.275, -2.165, 1.038], [-4.916, -3.179, 0.916], [-7.315, -4.105, 2.253], [-5.034, -2.681, 3.277], [-5.849, -3.891, 4.229], [-6.974, -1.264, 3.199], [-6.716, -1.652, 4.804], [-10.330, -2.628, 4.282], [-9.871, -1.500, 3.122], [-9.434, -1.310, 4.842], [-5.031, 1.569, 1.911], [-6.296, 1.731, 1.351], [-4.292, 1.843, 1.159], [-4.918, 2.197, 2.795], [-4.823, 0.542, 2.209], [-6.299, 2.586, 0.914], [3.690, -2.702, 1.199], [3.909, -3.867, 0.349], [4.586, -2.505, 1.787], [3.530, -1.854, 0.533], [2.887, -2.967, 1.887], [3.591, -3.509, -0.484], [0.152, -4.035, 5.388], [1.408, -3.883, 6.057], [0.197, -4.579, 4.445], [-0.523, -4.607, 6.024], [-0.354, -3.079, 5.248], [1.751, -4.754, 6.271], [0.048, -3.871, -5.682], [1.110, -4.747, -5.782], [-0.645, -4.026, -6.509], [-0.508, -3.909, -4.745], [0.403, -2.852, -5.835], [0.818, -5.587, -5.421], [-4.201, -0.432, -0.948], [-3.262, -1.348, -1.460], [-4.636, 0.296, -1.632], [-5.007, -0.883, -0.370], [-3.595, 0.274, -0.380], [-2.519, -1.476, -0.866], [3.677, 1.787, 2.463], [2.934, 1.330, 1.347], [4.678, 2.120, 2.188], [3.066, 2.511, 3.002], [3.941, 0.992, 3.161], [3.263, 1.799, 0.577], [-3.525, -5.587, 3.490], [-3.812, -5.238, 2.148], [-4.375, -6.073, 3.969], [-2.747, -6.335, 3.637], [-3.295, -4.684, 4.056], [-4.699, -4.873, 2.155], [-1.289, 3.554, -1.637], [-2.221, 4.518, -2.053], [-1.869, 3.054, -0.861], [-0.777, 2.931, -2.370], [-0.562, 4.080, -1.018], [-1.779, 5.258, -2.475], [0.320, -0.443, 7.698], [-0.477, 0.317, 8.652], [1.401, -0.331, 7.781], [0.008, -1.459, 7.940], [0.003, -0.195, 6.685], [-1.408, 0.371, 8.420]]
}